1.
C4H12N2 | ωB97M-V with the def2-TZVPD basis set

Element x y z (Å)
C 0.58 -1.62 2.00
C -0.14 -0.45 1.35
C 0.28 0.24 0.02
N 0.84 -0.62 -1.01
C -0.85 1.18 -0.44
N -0.81 1.42 -1.94
H 1.19 -1.33 2.86
H 1.27 -2.06 1.28
H -0.12 -2.31 2.47
H -1.20 -0.72 1.19
H -0.32 0.39 2.04
H 1.13 0.88 0.31
H 1.42 -1.34 -0.60
H 0.07 -1.13 -1.47
H -0.65 2.19 -0.12
H -1.76 0.66 -0.15
H -0.47 2.36 -2.02
H 0.01 0.95 -2.33

Its energy above the lowest of the compared OMol25 structures with the same formula, charge and spin is 1.148 eV. As for the SMILES: CC[C@@H](N)CN. The calculation puts the energy at -269.0741 Eh. For the highest occupied orbital energy, the calculation gives -9.29 eV. The gap between HOMO and LUMO is 10.31 eV. Its spin multiplicity is 1.

---

2.
C4H12N2 | ωB97M-V with the def2-TZVPD basis set

Element x y z (Å)
C 2.05 -0.40 0.94
N 1.47 -1.05 -0.24
C -0.10 -1.24 0.02
C -0.89 -0.33 -0.99
C -0.88 1.18 -0.51
N -1.70 1.51 0.70
H 1.51 0.49 1.15
H 3.16 -0.03 0.67
H 2.23 -1.14 1.66
H 1.58 -0.48 -1.02
H -0.44 -1.08 1.10
H -0.16 -2.40 -0.15
H -0.39 -0.41 -1.96
H -1.87 -0.63 -1.20
H 0.23 1.28 -0.29
H -1.19 1.87 -1.32
H -1.46 2.55 0.94
H -2.68 1.50 0.46

Its energy above the lowest of the compared OMol25 structures with the same formula, charge and spin is 2.013 eV. As for the SMILES: CNCCCN. The calculation puts the energy at -269.0424 Eh. For the highest occupied orbital energy, the calculation gives -8.82 eV. The gap between HOMO and LUMO is 9.84 eV. Its spin multiplicity is 1.

---

3.
C4H12N2 | ωB97M-V with the def2-TZVPD basis set

Element x y z (Å)
C -1.20 1.60 -0.56
C -0.25 0.75 -0.90
N -0.33 0.10 -2.20
C 0.81 0.23 0.20
C 0.12 -0.88 0.91
N 0.69 -1.29 2.30
H -1.96 2.20 -1.17
H -1.25 1.95 0.50
H -0.42 -0.93 -2.16
H 0.63 -0.11 -2.70
H -1.00 0.60 -2.90
H 1.15 0.98 0.94
H 1.87 -0.02 -0.30
H -0.91 -0.41 0.93
H -0.02 -1.79 0.38
H 0.86 -0.43 2.81
H 0.12 -2.01 2.85
H 1.52 -1.82 2.19

The total charge is +2. Its energy above the lowest of the compared OMol25 structures with the same formula, charge and spin is 2.061 eV. As for the SMILES: C=C([NH3+])CC[NH3+]. The calculation puts the energy at -268.4050 Eh. For the highest occupied orbital energy, the calculation gives -18.95 eV. The gap between HOMO and LUMO is 11.75 eV. Its spin multiplicity is 1.

---

Question: Look up the energy of the third one.
Answer: -268.4050 Eh